Entry 1:
14
Properties=species:S:1:pos:R:3 method="wB97M-V/def2-TZVPD" smiles="CC(=O)c1cccs1" homo_lumo_gap_ev=9.6 energy_ev=-19199.5499 e_above_lowest_kcal_mol=35.0 e_homo_ev=-8.86 multiplicity=1 e_lumo_ev=0.71
S 1.0296 -1.6856 0.1065
O -2.0420 -1.2118 -1.1601
C 0.7449 0.8123 -0.4746
C 2.1032 0.6630 -0.3337
C -2.2517 0.0976 0.7745
C 0.0309 -0.3343 -0.3233
C -1.4877 -0.5644 -0.3327
C 2.4405 -0.7240 0.0120
H -2.0565 1.3356 0.6775
H 2.8547 1.2358 -0.5993
H -2.0094 -0.1623 1.9619
H 0.2789 1.8927 -0.7865
H -3.1483 -0.2071 0.4153
H 3.5128 -1.1476 0.0627

---

Entry 2:
105
Properties=species:S:1:pos:R:3 method="wB97M-V/def2-TZVPD" smiles=c1ccncc1.c1ccncc1.c1ccncc1.c1ccncc1.c1ccncc1.c1ccncc1.C1CCOC1.C1CCOC1.C1CCOC1 homo_lumo_gap_ev=9.6 energy_ev=-59510.7224 e_above_lowest_kcal_mol=0.0 e_homo_ev=-9.06 multiplicity=1 e_lumo_ev=0.49
O 4.7596 3.4710 -2.1200
O 4.1725 -0.1097 -3.1473
O -5.6292 1.2313 1.4330
N -3.1876 -1.9963 0.7967
N 2.3098 2.7516 3.2237
N -0.2297 -0.3873 -1.9184
N -4.8442 -3.2424 -2.9132
N 0.9466 -1.5761 4.5105
N -1.9888 2.0256 2.9729
C 2.0626 -3.6572 4.1572
C -4.0015 -1.1205 -4.5352
C -5.6292 -2.7266 -3.8715
C -3.2119 -1.5889 -3.4957
C -4.3660 -2.6057 0.9268
C -1.3680 0.6639 5.2962
C -2.2286 -2.3133 1.6667
C -0.9312 2.3693 3.7097
C -0.6840 0.5199 0.2492
C 1.5389 0.5035 -0.5493
C 0.9053 -1.4023 3.1995
C 4.0063 1.0788 2.9312
C 0.6541 0.8343 0.4694
C -0.5555 1.6952 4.8559
C -5.3397 1.1096 -0.9164
C 4.1142 -1.1938 -4.0908
C 5.5098 -1.8233 -4.0069
C -2.7548 1.0283 3.4086
C 3.8686 2.9480 1.4421
C 5.8659 -1.6302 -2.5328
C 2.7786 3.4234 2.1659
C -3.6701 -2.6323 -2.7082
C 4.3124 4.1603 -4.3634
C 2.0282 -3.4514 2.7724
C -3.6198 -3.8858 2.7840
C -4.6020 -3.6204 1.8342
C -6.5724 0.2863 0.9743
C 5.3353 4.2070 -3.2006
C 1.4806 -2.2942 2.2943
C -1.0745 -0.0707 -0.9319
C 2.9539 1.6691 3.6214
C 5.2998 -0.2388 -2.2798
C -4.6602 1.4100 0.4210
C 1.0509 -0.0627 -1.7234
C 4.4757 1.7611 1.8153
C -5.2613 -1.6746 -4.6948
C 3.3633 3.4016 -2.3047
C -2.4506 0.2519 4.5381
C -6.7051 0.4905 -0.5296
C 3.1331 3.3594 -3.8096
C 1.5355 -2.7005 4.9832
C -2.4288 -3.1909 2.7284
H 1.7299 -0.2534 -2.5455
H -1.1040 0.0748 6.1671
H -6.1795 -0.7095 1.2258
H -7.4939 1.2071 -0.7670
H 4.7265 3.6202 -5.2139
H 3.9480 5.1391 -4.6719
H -3.0919 -3.0404 -1.8883
H 5.3791 -2.3887 -1.9194
H 2.5066 -4.1646 2.1132
H -1.4085 0.7565 1.0193
H 5.4485 -2.8809 -4.2729
H 0.9142 1.3112 1.4060
H 4.9787 -0.1179 -1.2440
H 6.0069 0.5317 -2.6011
H -3.6929 -0.2717 -5.1307
H 2.7684 4.2189 -1.8746
H 6.2041 -1.2981 -4.6606
H 4.4097 0.1207 3.2244
H 2.5055 -4.5602 4.5581
H -6.5678 -3.2550 -3.9866
H -5.4797 2.0108 -1.5123
H -2.2257 -1.1531 -3.3771
H 2.1527 3.7634 -4.0682
H -0.3695 3.2425 3.4012
H 2.5908 0.7381 -0.4376
H -3.6360 0.7597 2.8341
H -2.1224 -0.3011 -1.0891
H -7.4929 0.3514 1.5561
H -4.1760 2.3859 0.4756
H 4.1780 3.5253 0.5786
H -1.2712 -1.8261 1.5294
H 2.5265 1.1207 4.4576
H 0.5045 -0.4462 2.8817
H 5.2567 1.3607 1.1797
H -5.5558 -4.1239 1.9183
H -3.0383 -0.6147 4.8020
H -5.1167 -2.3276 0.1963
H 6.2640 3.7435 -3.5256
H 2.2691 4.3069 1.8076
H 3.3236 -1.9122 -3.8680
H 1.5209 -2.8152 6.0588
H 3.9641 -0.7273 -5.0645
H -6.9663 -0.4121 -1.0812
H 6.9463 -1.7018 -2.4114
H -3.7530 -4.6407 3.5491
H -5.8917 -1.3758 -5.5225
H 2.9874 2.4988 -1.8215
H 3.1024 2.3335 -4.1818
H 0.3028 2.0001 5.4381
H 5.4951 5.2349 -2.8668
H -4.7456 0.4100 -1.5068
H -3.8285 0.7051 0.5796
H -1.6164 -3.4501 3.3960
H 1.4461 -2.1580 1.2191

---

Entry 3:
22
Properties=species:S:1:pos:R:3 method="wB97M-V/def2-TZVPD" homo_lumo_gap_ev=11.4 energy_ev=-18973.5123 e_above_lowest_kcal_mol=0.0 charge=+1 e_homo_ev=-14.51 multiplicity=1 e_lumo_ev=-3.16
Na 0.0279 0.3854 -0.1115
O -1.9971 1.7407 -0.6949
O 1.3968 2.3744 0.3903
O 2.2711 -1.2548 0.1061
O -1.6852 -1.9985 1.9565
O -1.4178 -1.5908 -0.8648
O 0.0090 0.0725 2.3609
O 1.2526 0.5563 -2.3305
H 1.9160 2.5385 1.1870
H 1.4382 0.0890 -3.1535
H -2.4168 1.8152 -1.5606
H 0.8836 -0.2928 2.5402
H -0.8483 -2.1879 -1.3694
H -0.6050 -0.6772 2.5067
H -2.1036 -1.3141 -1.4881
H -2.6073 2.1763 -0.0858
H 2.6208 -1.7307 -0.6559
H 1.6838 1.4142 -2.4322
H 1.2713 3.2458 -0.0051
H -1.7992 -1.8232 1.0073
H 3.0481 -0.8650 0.5248
H -2.3389 -2.6733 2.1726